DFT (ωB97M-V/def2-TZVPD) results for a cluster of 5 separate species, C6H8Br2Cl12 in total.

The geometry in XYZ format:
```
28
Properties=species:S:1:pos:R:3:forces:R:3
Cl 3.27987 -0.90236 1.68255 -0.445 -0.065 -0.702
C 3.12596 -0.23826 0.00976 -0.657 -0.989 0.424
Cl 3.75638 1.34579 0.02952 0.206 1.294 -0.251
Cl 1.39160 -0.28143 -0.61626 1.524 -0.119 0.577
H 3.78910 -0.83558 -0.61598 -0.635 -0.121 -0.044
Cl -6.38727 -1.28494 -3.48986 0.094 0.548 0.025
C -5.69845 -2.23584 -2.17884 -0.803 -1.272 -1.194
Cl -5.02725 -3.73818 -3.00776 0.088 0.946 0.974
Cl -7.04234 -2.75316 -1.12524 0.758 0.286 0.120
H -4.93521 -1.64330 -1.67441 -0.135 -0.505 0.077
Cl 5.17319 -8.54730 -1.13660 -0.124 0.214 0.111
C 4.40756 -7.41883 0.01802 1.306 -0.351 0.049
Cl 3.44491 -6.23604 -0.86111 0.180 -0.214 0.566
Cl 5.74754 -6.66868 1.03122 -1.177 -0.295 -0.674
H 3.83419 -8.07317 0.67468 -0.188 0.654 -0.052
Cl -2.54335 -0.15753 6.85386 -0.963 -0.339 1.997
C -1.85048 -0.12467 5.33737 1.104 -0.096 -2.206
Cl -1.29337 1.48463 4.94201 0.269 0.901 -0.193
Cl -2.95772 -0.66150 4.04253 0.029 -0.198 0.221
H -0.94295 -0.72483 5.27194 -0.436 -0.268 0.172
Br 2.10040 7.44733 -2.11883 -0.889 -0.438 -0.189
C 0.46301 6.38804 -2.55384 -0.519 0.289 0.685
C -0.29041 6.03833 -1.26931 0.774 -0.431 0.115
Br -1.91229 4.97279 -1.74072 0.866 0.612 0.315
H 0.81227 5.50421 -3.08767 -0.150 0.229 0.064
H -0.23968 6.98934 -3.13069 0.635 0.099 -0.415
H -0.56238 6.90522 -0.66711 -0.387 0.017 -0.467
H 0.35711 5.45001 -0.61916 -0.329 -0.389 -0.107
```
Positions in Å, forces in eV/Å.

- strongest force on any atom (eV/Å) = 2.47
- HOMO energy (eV) = -10.5
- orbital gap (eV) = 10.60
- relative energy (zero: lowest compared OMol25 entry of this formula, charge and spin) (kcal/mol) = 24.3
- structure (SMILES) = ClC(Cl)Cl.ClC(Cl)Cl.ClC(Cl)Cl.ClC(Cl)Cl.BrCCBr
- energy (eV) = -296704.6711